Entry 1:
DFT (ωB97M-V/def2-TZVPD) results for C35H40BrN3NiO2PSb as an isolated structure.

Calculated values
Energy   -172419.828 eV
Energy relative to the best compared isomer or geometry (same formula, charge and spin)   28.1 kcal per mole
Largest force on an atom   1.43 eV/A
Gap between HOMO and LUMO (alpha / beta)   7.748 / 7.738 eV

Last column: Mulliken charge in e.
Geometry (Å):
Ni1 0.09 -0.85 -0.56  -0.21
C1 0.03 -2.41 6.51  -0.46
C2 0.54 -1.13 6.31  -0.76
C3 0.71 -0.64 5.02  -0.13
C4 0.37 -1.44 3.93  -0.01
C5 -0.13 -2.72 4.13  -0.63
C6 -0.31 -3.20 5.42  -0.54
Sb1 0.62 -0.67 1.97  0.70
C7 -0.42 1.19 2.26  0.57
C8 -0.09 2.38 1.60  -0.18
C9 -0.86 3.52 1.76  -0.70
C10 -1.98 3.50 2.59  -0.50
C11 -2.32 2.33 3.25  -0.85
C12 -1.55 1.18 3.08  -0.45
C13 2.65 0.00 2.12  0.46
C14 3.17 0.94 1.23  0.19
C15 4.51 1.30 1.28  -0.86
C16 5.35 0.71 2.21  -0.48
C17 4.85 -0.24 3.08  -0.71
C18 3.51 -0.59 3.04  -0.56
H1 -0.10 -2.79 7.51  0.38
H2 0.80 -0.52 7.16  0.38
H3 1.10 0.35 4.88  0.47
H4 -0.40 -3.34 3.28  0.40
H5 -0.70 -4.20 5.57  0.41
H6 0.77 2.42 0.95  0.17
H7 -0.58 4.44 1.25  0.46
H8 -2.58 4.39 2.72  0.38
H9 -3.19 2.30 3.89  0.42
H10 -1.84 0.28 3.61  0.39
H11 2.54 1.37 0.46  0.01
H12 4.89 2.04 0.58  0.42
H13 6.40 0.99 2.24  0.38
H14 5.51 -0.71 3.80  0.41
H15 3.14 -1.33 3.74  0.41
C19 3.32 -3.25 -1.66  -1.65
C20 1.83 -2.89 -1.56  0.82
C21 1.11 -3.34 -2.82  -1.47
C22 1.72 -1.39 -1.30  -0.45
H16 3.44 -4.32 -1.82  0.43
H17 3.87 -2.97 -0.76  0.39
H18 3.79 -2.72 -2.50  0.34
H19 1.41 -3.42 -0.70  0.17
H20 1.54 -2.84 -3.70  0.29
H21 0.04 -3.14 -2.78  0.20
H22 1.25 -4.41 -2.97  0.47
H23 2.03 -0.83 -2.18  0.30
H24 2.39 -1.09 -0.47  0.19
Br1 -7.19 -0.63 -1.98  -0.20
C23 -5.51 -0.53 -1.12  -0.02
C24 -5.21 0.58 -0.34  -0.47
C25 -3.98 0.63 0.30  -0.55
C26 -3.07 -0.40 0.12  0.64
C27 -3.36 -1.50 -0.66  0.10
C28 -4.61 -1.57 -1.27  -0.64
C29 -2.39 -2.67 -0.86  -0.23
O1 -2.87 -3.74 -1.19  -0.72
O2 -1.15 -2.41 -0.70  -0.42
H25 -5.94 1.37 -0.22  0.44
H26 -3.74 1.48 0.93  0.33
H27 -2.13 -0.34 0.66  0.16
H28 -4.85 -2.45 -1.86  0.57
C30 -0.09 3.47 -3.54  -0.98
N1 1.03 2.55 -3.75  0.13
C31 0.73 1.69 -4.89  -0.83
N2 -0.55 0.98 -4.79  0.13
C32 -1.61 1.95 -4.55  -0.99
N3 -1.38 2.80 -3.38  0.14
C33 -1.46 2.04 -2.13  -1.14
P1 -0.18 0.71 -2.08  3.22
C34 1.27 1.76 -2.54  -1.62
C35 -0.52 -0.04 -3.73  -1.16
H29 -0.16 4.12 -4.41  0.30
H30 0.10 4.09 -2.66  0.40
H31 1.53 0.96 -5.01  0.41
H32 0.69 2.32 -5.78  0.29
H33 -2.56 1.42 -4.43  0.42
H34 -1.68 2.60 -5.42  0.31
H35 -2.45 1.58 -2.05  0.41
H36 -1.34 2.71 -1.27  0.29
H37 2.15 1.13 -2.68  0.71
H38 1.49 2.44 -1.71  0.31
H39 -1.48 -0.56 -3.69  0.33
H40 0.24 -0.79 -3.95  0.46

***

Entry 2:
DFT (ωB97M-V/def2-TZVPD) results for CHCoF3NO3S2 as an isolated structure.

Calculated values
Multiplicity   5
Energy   -76130.948 eV
Expectation value of S²   6.019
Energy relative to the best compared isomer or geometry (same formula, charge and spin)   35.9 kcal per mole
Largest force on an atom   4.54 eV/A
Gap between HOMO and LUMO (alpha / beta)   7.219 / 6.329 eV

Last column: natural (NBO) charge in e.
Geometry (Å):
Co1 0.08 -0.39 1.55  1.37
N1 -1.52 0.14 -0.57  -1.12
S1 -0.95 1.64 -0.14  1.61
O1 -2.07 2.45 0.51  -0.92
O2 0.12 1.38 1.03  -1.07
S2 -1.86 -1.19 0.42  0.86
O3 -2.90 -0.91 1.58  -0.74
C1 1.77 -0.61 -0.94  0.85
F1 1.66 -0.94 0.41  -0.41
F2 2.44 -1.60 -1.50  -0.30
F3 2.49 0.49 -1.00  -0.29
H1 0.76 -0.48 -1.35  0.17

***

Entry 3:
DFT (ωB97M-V/def2-TZVPD) results for a 2-piece molecular cluster, C10H16O overall.

Calculated values
Energy   -12674.794 eV
Energy relative to the best compared isomer or geometry (same formula, charge and spin)   67.6 kcal per mole
Largest force on an atom   5.64 eV/A
SMILES   CCc1ccc(O)cc1.CC
Gap between HOMO and LUMO   9.143 eV

Last column: natural (NBO) charge in e.
Geometry (Å):
C1 -0.58 3.16 1.75  -0.60
C2 -0.59 2.06 2.91  -0.58
H1 -0.70 4.11 2.30  0.20
H2 0.35 3.05 1.28  0.18
H3 -1.31 3.02 1.01  0.21
H4 -0.41 1.19 2.46  0.19
H5 -1.56 2.05 3.25  0.19
H6 0.16 2.38 3.72  0.19
C3 1.27 -2.30 -2.17  -0.40
C4 2.69 -2.12 -1.67  -0.61
C5 0.38 -1.43 -1.42  -0.07
C6 -0.90 -1.88 -1.11  -0.17
C7 0.77 -0.10 -1.06  -0.20
C8 -1.82 -1.17 -0.33  -0.32
C9 -0.21 0.63 -0.31  -0.27
C10 -1.37 0.01 0.14  0.35
O1 -2.14 0.93 0.78  -0.69
H7 1.24 -2.16 -3.23  0.22
H8 1.03 -3.45 -1.92  0.19
H9 2.56 -1.51 -0.76  0.21
H10 -1.19 -2.90 -1.34  0.21
H11 1.76 0.45 -1.15  0.23
H12 -2.75 -1.62 -0.03  0.21
H13 0.08 1.61 -0.17  0.22
H14 -3.06 0.52 0.94  0.48
H15 3.24 -1.43 -2.28  0.20
H16 3.07 -3.11 -1.59  0.22

***

Entry 4:
DFT (ωB97M-V/def2-TZVPD) results for an isolated ion of composition C6H16N2 and charge -1.

Calculated values
Multiplicity   2
Energy   -9459.290 eV
Expectation value of S²   0.750
Net charge   -1
Energy relative to the best compared isomer or geometry (same formula, charge and spin)   22.6 kcal per mole
Largest force on an atom   1.52 eV/A
Gap between HOMO and LUMO (alpha / beta)   2.510 / 8.445 eV

Last column: natural (NBO) charge in e.
Geometry (Å):
C1 1.42 -2.22 1.17  -0.66
C2 0.23 -1.45 0.54  -0.32
N1 0.26 -0.03 0.81  -0.48
C3 -0.53 0.39 1.96  -0.43
C4 0.97 0.38 -1.54  -1.06
C5 0.13 0.85 -0.36  -0.11
C6 -1.34 1.24 -0.72  -0.35
N2 -1.44 1.99 -1.99  -0.88
H1 2.35 -1.65 1.21  0.21
H2 1.49 -3.15 0.60  0.20
H3 1.16 -2.43 2.20  0.18
H4 0.12 -1.71 -0.51  0.20
H5 -0.67 -1.94 0.96  0.16
H6 -1.56 0.03 1.87  0.17
H7 -0.01 0.12 2.88  0.19
H8 -0.56 1.48 2.05  0.19
H9 1.84 -0.14 -1.11  0.21
H10 1.27 1.14 -2.26  0.20
H11 0.49 -0.45 -2.09  0.19
H12 0.54 1.83 -0.07  0.17
H13 -1.81 1.83 0.08  0.16
H14 -1.99 0.36 -0.70  0.17
H15 -0.51 2.19 -2.30  0.35
H16 -1.85 1.34 -2.67  0.33

***

Entry 5:
DFT (ωB97M-V/def2-TZVPD) results for one molecule with the formula C4H7Br.

Calculated values
Energy   -74301.769 eV
Energy relative to the best compared isomer or geometry (same formula, charge and spin)   43.0 kcal per mole
Largest force on an atom   5.95 eV/A
SMILES   CC(C)=CBr
Gap between HOMO and LUMO   9.513 eV

Last column: natural (NBO) charge in e.
Geometry (Å):
C1 0.18 -1.36 -0.38  -0.05
C2 0.01 -0.07 -0.07  -0.01
C3 -1.08 0.60 -0.92  -0.64
C4 0.67 0.71 1.00  -0.67
Br1 1.89 -2.24 0.91  -0.24
H1 -0.08 -2.07 -1.08  0.21
H2 -0.93 1.64 -0.82  0.23
H3 -1.04 0.11 -1.83  0.23
H4 -2.08 0.17 -0.67  0.23
H5 0.76 1.75 0.78  0.22
H6 1.56 0.11 1.19  0.26
H7 0.14 0.65 1.90  0.24

***

Entry 6:
DFT (ωB97M-V/def2-TZVPD) results for a 3-piece molecular cluster, CH5NO2 overall.

Calculated values
Energy   -6698.050 eV
Energy relative to the best compared isomer or geometry (same formula, charge and spin)   130.6 kcal per mole
Largest force on an atom   6.79 eV/A
Gap between HOMO and LUMO   8.225 eV

Last column: natural (NBO) charge in e.
Geometry (Å):
C1 -0.27 -0.21 1.09  0.61
N1 0.60 -1.16 0.42  -0.84
O1 -1.44 -0.67 1.10  -0.53
H1 0.99 1.27 0.59  0.02
H2 0.25 -2.01 0.14  0.39
H3 1.56 -0.99 0.41  0.39
H4 -1.00 1.15 -2.00  0.48
H5 -0.11 0.97 -0.51  0.45
O2 -0.58 1.65 -1.24  -0.99